No. 1
The following is a DFT calculation (ωB97M-V/def2-TZVPD) of a cluster of 2 separate species, C3H10N2 in total at a distorted geometry.

Summary:
E_tot in Ha: -229.68455
E_LUMO in Eh: 0.02148
Kohn-Sham gap in eV: 6.976
Molecular weight in g/mol: 74.13

```
15
Properties=species:S:1:pos:R:3:lowdin_charge:R:1
H -0.020 2.154 2.591 0.048
H 0.218 -0.428 -0.009 0.036
H 0.603 -2.027 0.530 0.133
C -0.036 -2.097 -1.471 -0.082
N 0.653 -1.471 -0.321 0.029
C 0.019 2.347 1.513 -0.184
H 0.046 -1.427 -2.324 0.087
H -1.089 -2.200 -1.219 0.086
H 1.600 -1.163 -0.529 0.129
H -1.604 1.609 -0.250 0.016
H 0.957 2.881 1.330 0.049
H 0.388 -3.072 -1.709 0.077
C 0.002 1.044 0.756 -0.396
N -0.918 0.836 -0.133 -0.078
H -0.821 3.014 1.246 0.051
```

---

No. 2
The following is a DFT calculation (ωB97M-V/def2-TZVPD) of a cluster of 2 separate species, C4H13N2O in total at a distorted geometry.

Summary:
Total charge: +1
E_tot in Ha: -344.57592
E_LUMO in Eh: -0.26329
Kohn-Sham gap in eV: 6.031
Molecular weight in g/mol: 105.16

```
20
Properties=species:S:1:pos:R:3:lowdin_charge:R:1
N -0.641 -1.156 -1.067 0.095
H 1.800 0.303 1.350 -0.007
N -2.656 0.037 0.536 0.044
H 0.891 1.927 -0.420 0.162
C -0.550 0.272 -0.736 -0.365
H -2.739 -0.903 0.188 0.075
H -1.175 1.380 1.056 0.132
C 0.749 0.862 -0.662 0.107
H 2.411 -0.742 -0.875 0.122
O 1.870 -0.379 2.008 -0.016
H -3.068 0.499 1.323 0.084
H 2.717 0.979 -1.236 0.102
H 0.054 -1.628 -0.486 0.101
H -0.615 -0.231 1.358 0.111
C -1.219 0.357 0.658 -0.224
H -0.261 -1.320 -2.001 0.097
C 1.957 0.181 -1.243 -0.018
H -1.184 1.021 -1.269 0.210
H 1.829 0.005 -2.325 0.134
H 2.500 -0.360 2.714 0.055
```

---

No. 3
The following is a DFT calculation (ωB97M-V/def2-TZVPD) of a cluster of 2 separate species, H2P2S4 in total at a distorted geometry.

Summary:
E_tot in Ha: -2276.67503
E_LUMO in Eh: -0.07309
Kohn-Sham gap in eV: 6.677
Molecular weight in g/mol: 192.23

```
8
Properties=species:S:1:pos:R:3:lowdin_charge:R:1
P 2.196 -0.475 0.291 -0.093
H -1.805 -1.253 0.467 -0.204
S 1.093 -1.991 0.701 0.014
S 1.356 0.875 -1.483 -0.007
S -2.233 -0.327 -0.483 0.428
S 1.442 1.449 1.475 0.002
H -3.441 -0.781 -0.694 -0.261
P 1.392 2.502 -0.274 0.122
```

---

Question: E_tot of number 2 (C4H13N2O)?
Answer: -344.57592 Ha

---

Question: Which of these has the lowest Kohn-Sham gap?
Answer: C4H13N2O

---

What did the third record say?
The following is a DFT calculation (ωB97M-V/def2-TZVPD) of a cluster of 2 separate species, H2P2S4 in total at a distorted geometry.

Summary:
E_tot in Ha: -2276.67503
E_LUMO in Eh: -0.07309
Kohn-Sham gap in eV: 6.677
Molecular weight in g/mol: 192.23

```
8
Properties=species:S:1:pos:R:3:lowdin_charge:R:1
P 2.196 -0.475 0.291 -0.093
H -1.805 -1.253 0.467 -0.204
S 1.093 -1.991 0.701 0.014
S 1.356 0.875 -1.483 -0.007
S -2.233 -0.327 -0.483 0.428
S 1.442 1.449 1.475 0.002
H -3.441 -0.781 -0.694 -0.261
P 1.392 2.502 -0.274 0.122
```

---

Question: Among the records above, which one has the lowest molecular weight?
Answer: C3H10N2